(1)
Formula: C6H28NO8
Source: the OMol25 dataset
Level of theory: ωB97M-V/def2-TZVPD

Computed properties:
Energy relative to the best compared isomer or geometry (same formula, charge and spin), kcal/mol: 18.9
Charge: -1
Electronic energy, eV: -24548.9709
Maximum force, eV/A: 3.0

Atoms and positions in Å:
O  1.02107  -1.22988  2.67830
O  -3.00940  -0.59974  -2.67429
O  3.43599  -0.79363  1.57581
O  1.70583  -2.23971  0.38864
O  -3.07621  0.85067  2.22635
O  -1.31073  -2.67690  -2.46603
O  1.12500  -1.92571  -1.99703
O  -0.88735  0.35252  3.66910
N  1.07996  0.30010  -1.15491
C  0.60645  2.13271  0.96082
C  1.31582  -0.56369  -2.31368
C  -0.35213  0.55325  -0.83028
C  -0.41346  3.06352  -1.15725
C  -0.95193  -0.55085  0.04629
C  -0.46345  1.94438  -0.12699
H  2.38153  -0.46630  -2.68023
H  -1.56219  -3.27731  -1.78429
H  1.94331  -0.93688  2.75631
H  3.46324  0.03608  1.11018
H  -0.91489  0.59104  -1.81719
H  1.99016  -3.16578  0.50779
H  -1.44694  1.99153  0.38405
H  -0.68780  -0.41619  1.11255
H  0.67307  1.24810  1.55897
H  -2.82838  0.55922  1.34727
H  -2.96215  -0.28440  -1.78270
H  1.57937  -0.09246  -0.32299
H  2.86756  -1.41594  0.98673
H  -0.21505  -0.26272  3.24770
H  -2.35972  0.65917  2.80955
H  -0.40320  1.16174  3.73972
H  1.41362  -2.11571  -0.89826
H  -0.61176  -1.58333  -0.28322
H  1.05972  -1.66143  1.76653
H  0.60035  -0.36620  -3.15505
H  -2.37899  -1.27673  -2.68981
H  -0.36431  -2.29450  -2.30598
H  -2.02633  -0.58850  -0.07119
H  -0.43878  4.03853  -0.67912
H  0.60969  3.01754  -1.80725
H  1.61705  2.28882  0.45091
H  -1.23704  2.98430  -1.89880
H  0.41340  3.01125  1.57300

Forces on the atoms, in the same order (eV/Å):
-0.189 -0.272 -0.235
-2.065 2.090 -0.632
0.143 -0.642 -0.114
0.260 -1.181 -0.371
-1.974 0.652 -0.992
0.696 1.034 -1.175
0.093 -0.445 0.722
0.275 -1.007 -0.096
0.021 0.133 -0.232
1.138 0.475 -1.664
0.389 -0.646 0.265
0.465 0.016 -0.364
1.913 -0.233 -1.894
0.649 -1.265 -0.191
-0.295 -0.186 -0.157
-0.967 0.360 0.343
0.105 -0.467 0.792
-0.046 0.084 0.010
0.082 0.484 -0.246
0.732 0.031 1.098
-0.227 0.616 -0.055
0.307 -0.062 -0.285
-0.224 -0.098 -0.606
0.121 -0.456 0.614
0.194 -0.095 0.181
-0.127 0.355 0.637
-0.716 0.447 -1.136
0.371 0.494 0.412
-0.342 0.111 0.360
1.396 -0.478 0.714
0.336 0.868 0.123
-0.215 0.287 -0.989
-0.282 1.478 0.528
-0.105 0.150 0.627
0.639 0.502 0.710
1.826 -2.335 -0.138
-0.587 -1.027 0.294
-0.492 0.157 0.244
-0.071 0.203 -0.004
-2.266 -0.014 1.610
-1.214 -0.207 0.679
0.385 0.092 0.501
-0.130 0.000 0.110

***

(2)
Formula: C6H28O8
Source: the OMol25 dataset
Level of theory: ωB97M-V/def2-TZVPD

Computed properties:
Energy relative to the best compared isomer or geometry (same formula, charge and spin), kcal/mol: 65.6
Structure (SMILES): CC(C)O.CC(C)O.O.O.O.O.O.O
Electronic energy, eV: -23054.7223
Maximum force, eV/A: 4.0

Atoms and positions in Å:
O  10.33908  -23.96218  22.76827
O  4.40991  -21.27427  21.20042
O  1.41128  -28.80162  22.41985
O  -0.47086  -23.79155  27.89763
O  5.49670  -29.81562  17.20619
O  0.80246  -23.70553  23.05767
O  5.75063  -24.92967  22.88359
O  5.17061  -20.67740  25.99415
C  -0.42256  -26.10086  28.57544
C  1.78508  -30.17276  22.47782
C  1.43118  -24.15983  29.20547
C  0.63999  -30.93731  23.20598
C  -0.02279  -24.60156  28.99877
C  3.01857  -30.21820  23.41359
H  5.29772  -29.16014  17.87475
H  4.76747  -22.06668  21.60099
H  -0.23165  -31.07799  22.56681
H  -0.52287  -22.89792  28.24451
H  2.03098  -24.27172  28.30225
H  4.72517  -19.84596  26.15703
H  0.25657  -26.85806  28.96725
H  -1.41739  -26.30091  28.97342
H  0.14433  -30.34966  23.97869
H  3.47808  -21.29466  21.41839
H  5.30175  -25.64112  22.42688
H  0.36037  -23.48354  23.87713
H  5.29113  -20.70316  25.04492
H  0.51343  -28.89490  22.09312
H  3.69687  -29.41913  23.11441
H  9.38227  -23.98843  22.77554
H  0.67686  -24.64998  22.96544
H  3.60656  -31.13198  23.32770
H  2.00743  -24.62890  30.00298
H  2.82384  -29.95158  24.45237
H  -0.35566  -26.26755  27.50034
H  6.44604  -29.92784  17.25515
H  5.31895  -24.88201  23.73660
H  10.58914  -24.07165  23.68572
H  0.91685  -31.96712  23.43171
H  1.35329  -23.09153  29.40738
H  -0.64588  -24.46766  29.88304
H  2.01081  -30.78018  21.60134

Forces on the atoms, in the same order (eV/Å):
0.171 0.022 -0.169
0.139 0.245 -0.063
-0.056 -0.780 -1.229
-0.604 -0.109 0.442
-0.154 -0.119 -0.123
0.154 0.166 -0.174
0.210 0.213 -0.096
0.049 -0.190 0.182
1.264 1.024 0.429
0.159 -1.244 3.810
-0.128 -0.402 0.168
-0.646 0.070 -1.259
-0.130 -1.842 -1.333
0.488 0.752 -0.769
-0.093 0.175 0.152
0.139 -0.299 0.080
-0.002 -0.026 -0.798
-0.069 0.254 -0.205
-0.269 -0.072 -0.176
-0.104 0.204 0.069
0.082 0.151 0.477
0.006 -0.034 -0.352
0.889 -0.188 0.752
-0.278 -0.024 0.030
-0.109 -0.182 -0.163
-0.112 0.088 0.253
0.054 -0.019 -0.281
-0.333 0.820 -0.161
0.149 0.064 -0.356
-0.299 -0.013 -0.051
-0.009 -0.256 -0.057
-0.314 -0.176 0.173
-0.347 -0.107 0.232
-0.501 -0.438 0.017
-0.336 0.431 -0.069
0.246 -0.055 -0.028
-0.111 0.040 0.256
0.097 -0.021 0.215
0.160 0.225 0.640
0.324 0.089 0.159
0.214 0.620 0.195
0.011 0.941 -0.821

***

(3)
Formula: C6H30N2O6
Source: the OMol25 dataset
Level of theory: ωB97M-V/def2-TZVPD

Computed properties:
Multiplicity: 2
Charge: +3
Expectation value of S²: 0.753
Electronic energy, eV: -21940.2528
Maximum force, eV/A: 6.9

Atoms and positions in Å:
O  -2.23605  -3.86697  1.43263
O  1.50172  1.49408  -1.58316
O  1.75794  -2.92511  -3.66944
O  0.77340  -4.08558  2.76493
O  0.73097  -1.78080  -1.39712
O  -1.24728  0.71713  -3.56929
N  0.15309  3.69912  -0.78133
N  0.37273  -2.16992  1.18142
C  -0.69184  1.09470  0.64566
C  0.01192  3.47896  0.67574
C  -1.07385  2.50937  1.04103
C  -0.21141  4.89311  1.24783
C  0.53096  -0.81392  1.85295
C  -0.65940  0.13443  1.87062
H  1.29031  -3.70007  -3.85364
H  0.62649  5.57792  1.05981
H  -0.04234  -1.62315  -1.79444
H  0.47007  -4.96148  2.38483
H  1.52416  -4.44454  3.30681
H  1.25843  -0.14519  1.14431
H  1.21174  0.61717  -1.35805
H  -0.85161  5.40820  0.36313
H  1.45010  1.54659  -2.55922
H  -0.65677  -2.39404  1.12568
H  0.80538  -2.01767  0.25014
H  -0.77542  4.89670  2.15225
H  0.70299  2.67841  -1.22272
H  -2.13990  -3.75842  2.33286
H  2.52623  -2.80142  -4.37461
H  0.30299  1.12689  0.12009
H  -0.84394  3.64376  -1.20834
H  -2.24955  2.71862  0.69149
H  -1.35374  0.57491  0.00358
H  -1.37319  2.58448  2.26672
H  -1.77513  -0.27791  1.90558
H  0.98454  3.08786  1.15909
H  -2.97193  -4.33404  1.08927
H  -2.21915  0.85729  -3.83528
H  0.66015  4.51012  -0.94821
H  1.31888  -2.27169  -1.99675
H  1.07647  -0.89415  2.84254
H  1.00538  -2.76526  1.83190
H  -0.55334  0.77679  2.80991
H  -0.77287  0.87708  -4.32081

Forces on the atoms, in the same order (eV/Å):
2.231 1.428 -3.187
-0.074 1.411 -0.856
3.389 2.737 -1.135
1.058 -2.540 0.548
4.742 -0.100 3.050
-3.999 -0.173 3.017
-2.044 -6.518 -1.106
0.599 2.770 1.548
1.259 1.474 -2.243
0.896 1.583 2.017
-1.536 -0.754 2.174
-1.609 1.319 -4.125
1.327 1.848 -1.814
-2.459 -0.742 4.276
-0.860 -2.064 -0.892
0.370 -0.564 1.297
-4.642 0.661 -2.857
-0.004 1.424 0.169
-0.695 0.776 -0.225
-0.672 -1.830 1.692
-0.128 -1.161 -0.227
0.358 -1.015 2.351
0.310 -0.249 0.329
1.231 -0.884 0.086
-0.649 -0.856 -0.536
0.165 0.488 0.804
-0.543 2.036 0.627
-0.743 -0.445 3.009
-2.570 -0.716 2.221
-1.203 -0.002 0.866
2.255 0.962 0.477
2.031 -0.495 0.619
-0.871 -0.404 -0.993
0.618 0.240 -2.832
2.439 0.425 0.123
-1.087 0.330 -0.984
-1.258 -0.753 0.330
2.214 -0.383 0.485
0.971 2.030 -0.839
0.080 -0.110 -0.812
-0.890 0.156 -0.920
-1.768 -0.843 -1.018
-0.106 -1.070 -1.131
1.868 0.575 -3.383